Run A
Below is a cluster of 2 separate species, C4H11N3O2 in total, with properties calculated with ωB97M-V/def2-TZVPD.

Structure (XYZ):
```
20
Properties=species:S:1:pos:R:3:mulliken_charge:R:1
C 0.8409 -3.5878 0.5344 -0.972
C 0.4004 -2.2187 1.0593 0.732
O 1.1909 -1.3541 0.4292 -0.397
O -0.3744 -2.1329 1.9483 -0.556
H 0.1590 -4.4702 0.6228 0.301
H 1.8537 -3.8350 0.8925 0.279
H 1.1679 -3.4053 -0.5617 0.285
C 0.5984 1.7892 -1.9861 -1.051
C -0.4913 1.6114 0.0664 0.719
N 0.2646 1.0550 -0.7841 -0.530
N -1.3125 2.8587 -0.1239 -0.586
N -0.8697 0.9913 1.3239 -0.464
H 0.7725 -0.5494 0.2154 0.387
H -0.1744 2.0359 -2.5584 0.320
H 1.4345 1.2490 -2.4709 0.305
H -1.9271 3.0284 0.7757 0.267
H -1.9378 2.8709 -0.9138 0.223
H -0.7708 -0.0204 1.5283 0.146
H -1.8215 1.3166 1.6282 0.225
H 0.9967 2.7673 -1.6254 0.368
```

Its SMILES is CN=C(N)N.CC(=O)O. For the LUMO energy, the calculation gives 0.7 eV. The HOMO energy is -9.413 eV. Its HOMO-LUMO gap is 10.0702 eV.

***

Run B
Below is the molecule C4H11N3O2, with properties calculated with ωB97M-V/def2-TZVPD.

Structure (XYZ):
```
20
Properties=species:S:1:pos:R:3:mulliken_charge:R:1
C 2.8643 -1.3380 -0.1869 -0.649
C 1.6932 0.4949 0.5437 -0.124
C -0.9182 2.1007 -0.2486 -0.911
C -1.3531 -0.2976 0.1520 -0.051
H 2.0204 -1.6767 -0.7775 0.268
H 3.7654 -1.6275 -0.7228 0.283
H 2.7482 -1.9144 0.7589 0.278
H 1.4506 -0.0501 1.4475 0.311
H 1.6977 1.5615 0.8610 0.272
H -0.1112 2.7641 -0.1177 0.327
H -1.0390 2.0204 -1.2993 0.349
H -1.8145 2.4881 0.2709 0.316
H -0.7475 -1.2665 0.0368 0.219
H -4.2981 -1.0486 -0.3530 0.259
H -2.9923 -2.0454 -0.4333 0.239
N -0.4799 0.8265 0.2765 -0.005
N -2.6201 -0.1601 0.1288 -0.127
N -3.4226 -1.2901 0.0962 -0.594
O 2.8949 0.0564 0.0214 -0.358
O 0.6619 0.4024 -0.4546 -0.301
```

Its SMILES is COCON(C)/C=N/N. For the LUMO energy, the calculation gives 1.0 eV. The HOMO energy is -8.374 eV. Its HOMO-LUMO gap is 9.3397 eV.

***

The computed energies, referenced to the most stable structure and given in kJ/mol, are run A 0.0; run B 289.4.

***

Run A
Below is the molecule C4H11N3O2, with properties calculated with ωB97M-V/def2-TZVPD.

Structure (XYZ):
```
20
Properties=species:S:1:pos:R:3:mulliken_charge:R:1
C 0.9660 -1.2432 1.2065 -1.064
C 1.3076 -0.8335 -0.2307 0.317
C 2.4915 0.1556 -0.4021 -0.613
C -1.9805 0.2879 0.0185 0.439
H -0.1219 -1.6483 1.2954 0.282
H 1.7096 -2.0568 1.5115 0.360
H 1.1836 -0.3407 1.8558 0.256
H 1.5650 -1.7236 -0.7351 0.387
H 2.6893 0.3626 -1.4926 0.345
H 3.4579 -0.2169 -0.0016 0.317
H 2.8063 2.0193 -0.0205 0.306
H -0.4060 1.4451 -0.4399 0.218
H -3.2788 -1.2757 -0.2836 0.259
H -1.7593 -1.4863 -1.0303 0.215
H -2.4313 1.9750 0.7196 0.214
N -0.5944 0.5412 -0.0729 -0.203
N -2.2997 -0.9797 -0.3487 -0.377
N -2.8719 1.1164 0.4527 -0.793
O 2.1770 1.3292 0.2528 -0.504
O 0.1030 -0.3292 -0.8963 -0.361
```

Its SMILES is [H]/N=C(/N)NO[C@H](C)CO. For the LUMO energy, the calculation gives 0.6 eV. The HOMO energy is -8.640 eV. Its HOMO-LUMO gap is 9.2328 eV.

***

Run B
Below is a cluster of 2 separate species, C4H11N3O2 in total, with properties calculated with ωB97M-V/def2-TZVPD.

Structure (XYZ):
```
20
Properties=species:S:1:pos:R:3:mulliken_charge:R:1
C 0.6627 1.1214 -1.7445 -0.962
C -1.1862 1.2927 -0.1036 -0.915
N -0.5093 0.5264 -1.1310 0.240
C -1.1624 -0.5371 -1.7741 0.159
O -0.8397 -1.0050 -2.8574 -0.573
H -2.1342 -0.7752 -1.3115 0.281
H 0.4073 2.0998 -2.1601 0.345
H 1.0570 0.4907 -2.5446 0.293
H 1.4320 1.2396 -0.9760 0.257
H -2.0758 0.7684 0.2543 0.287
H -1.4786 2.2703 -0.4969 0.326
H -0.4882 1.4419 0.7243 0.252
C 0.6848 -1.4395 1.4218 0.570
N 1.8672 -0.7854 1.5342 -0.510
N -0.2292 -1.0459 2.3442 -0.400
O 0.5184 -2.4084 0.6831 -0.637
H 0.1395 -0.7083 3.2216 0.232
H 1.7981 0.2134 1.6636 0.243
H 2.5368 -1.0625 0.8260 0.269
H -1.0003 -1.6973 2.4268 0.244
```

Its SMILES is CN(C)C=O.NC(N)=O. For the LUMO energy, the calculation gives 0.6 eV. The HOMO energy is -9.154 eV. Its HOMO-LUMO gap is 9.7110 eV.

***

Run C
Below is a cluster of 2 separate species, C4H11N3O2 in total, with properties calculated with ωB97M-V/def2-TZVPD.

Structure (XYZ):
```
20
Properties=species:S:1:pos:R:3:mulliken_charge:R:1
C 0.8426 -2.6707 2.6588 -1.040
C 0.5000 -1.9205 1.3352 0.683
O 1.6831 -1.2856 0.8518 -0.514
O -0.4988 -2.1048 0.6914 -0.475
H 1.2279 -3.6577 2.4060 0.289
H -0.0786 -2.7992 3.1905 0.306
H 1.6261 -2.3122 3.2895 0.351
C 1.1121 1.5162 -2.1214 -0.911
C -1.0606 1.5452 -0.7329 0.437
N -1.7579 0.9534 0.1446 -0.525
N 0.4076 1.6177 -0.7782 -0.319
N -1.5774 2.3477 -1.7225 -0.406
H 1.5716 -1.2619 -0.2048 0.352
H -2.7408 1.1973 0.3669 0.196
H 0.8743 0.9988 -0.1034 0.291
H -0.9011 2.6792 -2.3956 0.172
H -2.5392 2.4557 -2.0297 0.198
H 1.2177 2.5912 -2.5610 0.222
H 0.3633 0.9669 -2.7225 0.341
H 2.0345 1.0126 -1.9274 0.349
```

Its SMILES is [H]/N=C(\N)NC.CC(=O)O. For the LUMO energy, the calculation gives 0.6 eV. The HOMO energy is -8.714 eV. Its HOMO-LUMO gap is 9.3101 eV.

***

The computed energies, referenced to the most stable structure and given in kJ/mol, are run A 274.0; run B 0.0; run C 160.5.

***

Run A
Below is a cluster of 2 separate species, C4H11N3O2 in total, with properties calculated with ωB97M-V/def2-TZVPD.

Structure (XYZ):
```
20
Properties=species:S:1:pos:R:3:mulliken_charge:R:1
C 2.4463 0.3780 1.5882 -0.854
C 1.3056 -1.3882 0.4630 0.358
N 1.6705 -0.1425 0.4288 -0.410
N 1.4718 -2.5458 1.4626 -0.545
N 0.3759 -1.6912 -0.5986 -0.426
H -4.0819 0.6930 -2.1171 0.335
H 2.1614 1.3979 1.7925 0.312
H 3.5405 0.1752 1.5118 0.273
H 2.5009 -2.7967 1.7885 0.290
H 0.9635 -2.3615 2.2730 0.254
H 0.0365 -2.6873 -0.7100 0.236
H 0.5358 -1.3339 -1.5303 0.255
H 2.2012 -0.0570 2.5808 0.274
C -1.6349 1.4299 -1.0998 -0.436
C -2.8186 2.1440 -1.4370 0.416
O -3.6855 1.6441 -2.3979 -0.488
O -3.1630 3.2714 -1.0778 -0.534
H -1.3776 1.6444 -0.0018 0.248
H -0.6350 1.8741 -1.6667 0.236
H -1.8135 0.3521 -1.2524 0.206
```

Its SMILES is CN=C(N)N.CC(=O)O. For the LUMO energy, the calculation gives 0.5 eV. The HOMO energy is -9.231 eV. Its HOMO-LUMO gap is 9.7139 eV.

***

Run B
Below is a cluster of 2 separate species, C4H11N3O2 in total, with properties calculated with ωB97M-V/def2-TZVPD.

Structure (XYZ):
```
20
Properties=species:S:1:pos:R:3:mulliken_charge:R:1
C 0.7659 2.0956 -0.7388 -1.007
C -1.1684 1.4870 0.7797 0.545
N -1.7177 0.4864 1.6095 -0.439
N 0.0862 1.1834 0.1763 -0.310
N -1.9029 2.4538 0.4723 -0.712
H -1.3544 -0.4573 1.7620 0.207
H -2.0945 0.7769 2.4913 0.236
H 0.7107 0.6788 0.7817 0.305
H -1.5778 3.1125 -0.2035 0.221
H -0.1515 -0.2674 -1.1132 0.453
H 0.4130 1.7891 -1.7204 0.311
H 1.8506 1.8637 -0.5535 0.291
H 0.5874 3.1663 -0.6841 0.377
C 1.3973 -3.1471 -0.8595 -1.104
C 0.8725 -1.8425 -0.3894 0.777
O 1.2841 -1.2626 0.5747 -0.557
O 0.0041 -1.2953 -1.3022 -0.526
H 0.7373 -4.0115 -0.6443 0.262
H 2.3730 -3.3138 -0.4284 0.342
H 1.6880 -3.0955 -1.8857 0.326
```

Its SMILES is [H]/N=C(/N)NC.CC(=O)O. For the LUMO energy, the calculation gives 0.7 eV. The HOMO energy is -9.021 eV. Its HOMO-LUMO gap is 9.7143 eV.

***

The computed energies, referenced to the most stable structure and given in kJ/mol, are run A 189.4; run B 0.0.

***

Run A
Below is a cluster of 2 separate species, C5H16N2O in total, with properties calculated with ωB97M-V/def2-TZVPD.

Structure (XYZ):
```
24
Properties=species:S:1:pos:R:3:mulliken_charge:R:1
C 2.2992 0.3046 1.1909 -1.648
C 0.8060 0.0332 1.2727 0.119
C 0.2882 -1.1159 0.3968 -0.817
C -0.6069 -0.6109 -0.7041 -0.029
C -0.2694 -0.9614 -1.9394 -0.511
N -0.9289 -0.2537 -3.0756 -0.256
N 0.4616 -0.0595 2.7793 -0.212
H 2.7412 0.2171 0.2019 0.381
H 2.6917 1.2297 1.6355 0.460
H 2.9164 -0.3429 1.8495 0.465
H 0.3073 0.9197 0.8722 0.353
H -0.0968 -1.9691 0.9723 0.479
H 1.1424 -1.5554 -0.1313 0.303
H -1.4817 -0.0173 -0.4758 0.360
H 0.6182 -1.4934 -2.2381 0.334
H -1.4076 0.5967 -2.7800 0.326
H -1.6262 -0.8376 -3.5503 0.389
H -0.3490 0.0619 -3.8556 0.408
H 0.4218 -1.0273 3.0851 0.368
H -0.4423 0.3862 2.8972 0.356
H 1.1909 0.5049 3.2098 0.373
H -2.8532 2.7475 -0.7530 0.313
H -3.2964 1.3680 -0.2947 0.330
O -2.5265 1.8752 -0.5654 -0.641
```

Its net charge is +2. For the LUMO energy, the calculation gives -6.4 eV. The HOMO energy is -18.313 eV. Its HOMO-LUMO gap is 11.9113 eV.

***

Run B
Below is a cluster of 2 separate species, C5H16N2O in total, with properties calculated with ωB97M-V/def2-TZVPD.

Structure (XYZ):
```
24
Properties=species:S:1:pos:R:3:mulliken_charge:R:1
C -2.9399 0.1994 1.9713 -1.386
C -2.0844 0.0876 0.6948 0.302
C -0.6848 0.5962 1.0058 -1.126
C 0.4908 0.5497 0.0041 -0.603
C 1.4913 -0.3336 -0.0903 -0.030
N 2.3321 -0.3831 -1.3244 -0.258
N -2.0758 -1.4123 0.2217 -0.329
H -3.9163 0.5634 1.7238 0.359
H -2.9581 -0.6602 2.5901 0.475
H -2.4824 0.8743 2.6724 0.390
H -2.6484 0.6467 -0.1120 0.393
H -0.4462 0.1206 1.9643 0.532
H -0.7379 1.7260 1.3473 0.374
H 0.2931 1.1916 -0.8781 0.274
H 1.8394 -0.8975 0.7696 0.402
H 3.2474 -0.6826 -1.0297 0.378
H 2.2635 0.4559 -1.9036 0.439
H 2.0420 -1.1544 -1.9373 0.323
H -1.5301 -1.6050 -0.6140 0.314
H -3.0403 -1.7115 0.0705 0.368
H -1.7357 -1.9329 1.0377 0.389
H 4.2469 1.2887 -3.4952 0.321
H 4.9064 1.4193 -2.1215 0.312
O 4.1276 1.0537 -2.5670 -0.611
```

Its net charge is +2. For the LUMO energy, the calculation gives -6.7 eV. The HOMO energy is -18.433 eV. Its HOMO-LUMO gap is 11.7812 eV.

***

The computed energies, referenced to the most stable structure and given in kJ/mol, are run A 0.0; run B 12.7.